ORCA calculation (the ωB97M-V functional and the def2-TZVPD basis) on 2 unconnected molecules or ions with the total composition CH8OSi2 at a distorted geometry.

Results
- DFT total energy: -18965.3597 eV
- Frontier orbital gap: 10.22 eV
- LUMO energy: 0.175 eV
- HOMO: -10.04 eV

Each line ends with the natural charge from an NBO analysis.
Positions of all 12 atoms, in Å:
C (1.555, -0.746, 0.529)  -0.454
O (1.926, 1.103, -0.094)  -0.823
Si (-1.775, 0.700, -0.090)  0.402
Si (-0.023, -0.804, -0.614)  0.603
H (2.554, -1.245, 0.268)  0.244
H (1.379, -0.464, 1.593)  0.217
H (1.182, 1.515, 0.333)  0.433
H (-1.903, 1.095, 1.215)  -0.154
H (-3.133, 0.071, -0.269)  -0.104
H (-1.524, 2.044, -0.642)  -0.110
H (-0.214, -2.329, -0.556)  -0.145
H (0.312, -0.804, -2.115)  -0.108

ORCA calculation (the ωB97M-V functional and the def2-TZVPD basis) on C6H10O4 in the gas phase at a distorted geometry.

Results
- DFT total energy: -14570.2715 eV
- Frontier orbital gap: 7.99 eV
- LUMO energy: -0.272 eV
- HOMO: -8.26 eV

Each line ends with the natural charge from an NBO analysis.
Positions of all 20 atoms, in Å:
C (1.188, -0.327, 0.773)  0.291
C (-1.371, -0.560, 1.603)  0.382
C (0.470, -0.184, -1.230)  0.051
C (-1.826, -0.073, 0.373)  -0.551
C (0.777, 0.715, -2.405)  -0.628
C (-0.150, 0.530, 0.006)  0.390
O (1.647, -0.635, -0.545)  -0.545
O (1.908, 0.593, 1.459)  -0.711
O (-1.275, -1.867, 1.830)  -0.616
O (-0.077, 1.758, 0.241)  -0.738
H (1.640, 1.459, 1.052)  0.497
H (-0.797, -2.045, 2.652)  0.504
H (1.096, -1.241, 1.364)  0.127
H (-1.063, 0.120, 2.390)  0.208
H (-0.136, -1.043, -1.542)  0.166
H (-2.157, -0.829, -0.331)  0.238
H (-2.436, 0.822, 0.388)  0.272
H (-0.146, 1.056, -2.874)  0.214
H (1.340, 1.585, -2.069)  0.229
H (1.368, 0.168, -3.138)  0.220

Please write out number 2 again, unchanged.
ORCA calculation (the ωB97M-V functional and the def2-TZVPD basis) on C6H10O4 in the gas phase at a distorted geometry.

Results
- DFT total energy: -14570.2715 eV
- Frontier orbital gap: 7.99 eV
- LUMO energy: -0.272 eV
- HOMO: -8.26 eV

Each line ends with the natural charge from an NBO analysis.
Positions of all 20 atoms, in Å:
C (1.188, -0.327, 0.773)  0.291
C (-1.371, -0.560, 1.603)  0.382
C (0.470, -0.184, -1.230)  0.051
C (-1.826, -0.073, 0.373)  -0.551
C (0.777, 0.715, -2.405)  -0.628
C (-0.150, 0.530, 0.006)  0.390
O (1.647, -0.635, -0.545)  -0.545
O (1.908, 0.593, 1.459)  -0.711
O (-1.275, -1.867, 1.830)  -0.616
O (-0.077, 1.758, 0.241)  -0.738
H (1.640, 1.459, 1.052)  0.497
H (-0.797, -2.045, 2.652)  0.504
H (1.096, -1.241, 1.364)  0.127
H (-1.063, 0.120, 2.390)  0.208
H (-0.136, -1.043, -1.542)  0.166
H (-2.157, -0.829, -0.331)  0.238
H (-2.436, 0.822, 0.388)  0.272
H (-0.146, 1.056, -2.874)  0.214
H (1.340, 1.585, -2.069)  0.229
H (1.368, 0.168, -3.138)  0.220